This record from the Open Molecules 2025 dataset describes the molecule C4H7NO2. The level of theory is the ωB97M-V functional and the def2-TZVPD basis.

Summary:
Frontier orbital gap, eV: 11.2
LUMO energy, eV: 0.92
Relative energy (zero: lowest compared OMol25 entry of this formula, charge and spin), kcal per mole: 26.1
Calculated total energy, eV: -9846.148
E_HOMO, eV: -10.23
SMILES: [H]/N=C1/CO[C@H](C)O1

ORCA input file:
```
! wB97M-V def2-TZVPD RIJCOSX def2/J DEFGRID3
* xyz 0 1
C -1.933 0.653 -0.101
C -0.756 -0.037 0.545
O -0.428 -1.196 -0.183
C 0.969 -1.236 -0.382
C 1.445 0.146 -0.012
N 2.613 0.590 -0.171
O 0.389 0.818 0.514
H -2.217 1.543 0.466
H -2.782 -0.036 -0.141
H -1.660 0.944 -1.119
H -0.953 -0.290 1.598
H 1.183 -1.455 -1.432
H 1.450 -1.994 0.249
H 2.681 1.549 0.168
*
```

***

This record from the Open Molecules 2025 dataset describes a cluster of 12 separate species, C28H65ClN14O23P in total in a non-equilibrium geometry. The level of theory is the ωB97M-V functional and the def2-TZVPD basis.

Summary:
Frontier orbital gap, eV: 8.2
LUMO energy, eV: -2.09
Calculated total energy, eV: -119817.550
E_HOMO, eV: -10.25

ORCA input file:
```
! wB97M-V def2-TZVPD RIJCOSX def2/J DEFGRID3
* xyz 1 1
C 1.577 -0.689 3.586
C 2.518 -1.637 2.710
P 1.891 -1.607 0.928
C 3.057 -0.479 -0.018
C 3.551 -1.222 -1.339
C 0.111 -1.100 0.841
C -0.863 -1.972 1.460
C -0.698 -3.337 2.206
C -1.218 -4.444 1.198
C -0.244 -5.463 0.486
N -2.490 -4.459 1.029
N -2.118 -1.337 1.283
C -1.895 -0.186 0.608
C -3.069 0.777 0.274
C -3.893 0.385 -1.017
C -5.391 0.892 -0.892
Cl -3.979 -1.428 -1.271
N -0.582 0.015 0.302
C 0.053 1.130 -0.413
C 0.510 0.782 -1.872
C -0.647 0.747 -2.928
C -0.044 0.086 -4.237
O 0.125 -1.347 -4.079
H 1.372 0.265 3.038
H 2.120 -0.475 4.537
H 0.610 -1.228 3.739
H 2.541 -2.694 3.060
H 3.535 -1.157 2.691
H 3.979 -0.375 0.623
H 2.695 0.559 -0.199
H 4.649 -0.983 -1.430
H 3.005 -0.914 -2.260
H 3.519 -2.334 -1.168
H 0.381 -3.454 2.460
H -1.373 -3.324 3.099
H 0.734 -4.955 0.273
H -0.760 -5.785 -0.459
H -0.082 -6.341 1.162
H -2.642 -5.225 0.355
H -2.974 -1.741 1.657
H -2.681 1.832 0.237
H -3.786 0.767 1.142
H -3.371 0.852 -1.889
H -5.620 1.563 -1.756
H -5.530 1.495 0.039
H -6.122 0.052 -0.909
H 0.859 1.548 0.240
H -0.717 1.951 -0.492
H 1.307 1.525 -2.143
H 0.996 -0.231 -1.841
H -0.988 1.782 -3.215
H -1.556 0.182 -2.584
H 0.989 0.482 -4.444
H -0.712 0.254 -5.124
H -0.444 -1.617 -3.336
C 4.193 -7.051 1.245
N 3.151 -6.043 1.571
O 2.123 -6.435 2.094
O 3.387 -4.887 1.294
H 3.839 -8.028 1.549
H 4.358 -7.017 0.170
H 5.092 -6.781 1.792
C -2.776 -0.333 5.546
N -1.497 -0.358 6.305
O -0.465 -0.209 5.675
O -1.575 -0.526 7.505
H -2.554 -0.176 4.494
H -3.266 -1.293 5.700
H -3.376 0.484 5.940
C -8.974 3.892 -1.118
N -7.703 3.847 -0.348
O -6.663 3.986 -0.965
O -7.788 3.672 0.852
H -8.742 4.052 -2.167
H -9.478 2.938 -0.975
H -9.568 4.714 -0.723
C -3.556 -0.838 -4.797
N -4.239 0.318 -5.437
O -3.685 0.842 -6.383
O -5.307 0.654 -4.962
H -2.621 -1.026 -5.318
H -3.373 -0.574 -3.758
H -4.220 -1.696 -4.874
C 2.810 4.370 -4.605
N 2.358 3.847 -3.290
O 1.157 3.692 -3.122
O 3.217 3.605 -2.465
H 1.940 4.538 -5.233
H 3.340 5.303 -4.423
H 3.467 3.622 -5.045
C -5.186 5.228 2.184
N -4.547 4.796 3.457
O -3.942 5.633 4.094
O -4.680 3.624 3.769
H -4.987 6.285 2.033
H -4.751 4.635 1.383
H -6.253 5.044 2.274
C 7.015 1.584 -5.723
N 5.921 2.534 -5.386
O 4.919 2.080 -4.864
O 6.102 3.704 -5.656
H 6.712 0.584 -5.427
H 7.175 1.637 -6.798
H 7.901 1.898 -5.177
C 1.285 5.064 -0.076
N 0.195 6.016 0.264
O -0.805 5.557 0.790
O 0.381 7.182 -0.008
H 0.981 4.065 0.222
H 1.441 5.114 -1.149
H 2.175 5.374 0.467
C 6.629 6.812 -7.005
N 5.488 7.735 -6.759
O 4.462 7.251 -6.311
O 5.662 8.905 -7.022
H 6.329 5.807 -6.725
H 6.870 6.863 -8.064
H 7.462 7.151 -6.394
C -0.638 -3.504 8.354
N -0.980 -4.949 8.266
O -0.980 -5.589 9.297
O -1.237 -5.386 7.157
H -0.434 -3.254 9.390
H 0.241 -3.338 7.736
H -1.492 -2.942 7.983
C 2.565 -8.830 4.877
N 4.002 -8.465 4.746
O 4.473 -8.423 3.620
O 4.604 -8.234 5.771
H 2.158 -9.008 3.885
H 2.510 -9.731 5.484
H 2.058 -7.998 5.359
*
```

***

This record from the Open Molecules 2025 dataset describes a structure of composition C11H30ClDyI2N2OP2 in a non-equilibrium geometry. The level of theory is the ωB97M-V functional and the def2-TZVPD basis.

Summary:
Frontier orbital gap (alpha / beta), eV: 5.9 / 5.9
LUMO energy (alpha / beta), eV: -8.58 / -8.57
Calculated total energy, eV: -88295.394
E_HOMO (alpha / beta), eV: -14.45 / -14.47
<S²>: 9.344

ORCA input file:
```
! wB97M-V def2-TZVPD RIJCOSX def2/J DEFGRID3
* xyz 2 6
I -4.849 0.252 -3.166
I -2.790 -1.766 -2.876
Dy -0.760 -0.331 -0.663
P 0.203 0.813 -3.278
C 1.377 -0.372 -4.029
C -0.961 1.102 -4.680
H -0.459 1.369 -5.614
H 1.720 2.740 -3.889
H -1.699 1.869 -4.437
H 0.445 3.204 -2.718
H 0.806 -1.280 -4.222
H -1.518 0.176 -4.829
C 1.151 2.414 -3.010
H 1.772 -0.054 -4.995
H 1.845 2.266 -2.171
H 2.185 -0.594 -3.325
P -3.114 0.065 1.196
C -3.248 -1.465 2.194
C -2.877 1.533 2.361
H -4.967 1.128 -0.037
H -5.606 0.206 1.347
H -5.017 -0.610 -0.114
C -4.841 0.226 0.565
H -2.970 2.459 1.774
H -3.597 1.558 3.189
H -4.011 -1.413 2.974
H -2.270 -1.710 2.623
H -1.858 1.505 2.773
H -3.568 -2.257 1.515
Cl -1.615 1.994 -0.891
C 0.404 -0.622 3.241
N 1.759 -0.727 2.742
C 2.702 -1.218 3.787
C 1.986 -0.397 1.432
O 0.940 -0.040 0.718
N 3.139 -0.571 0.751
C 4.445 -1.031 1.257
C 3.123 -0.352 -0.686
H 0.374 -0.342 4.304
H -0.118 -1.580 3.124
H -0.084 0.146 2.655
H 3.092 -2.245 3.586
H 3.524 -0.489 3.898
H 2.177 -1.261 4.769
H 4.809 -1.921 0.714
H 5.196 -0.251 1.083
H 4.381 -1.246 2.318
H 2.628 -1.197 -1.185
H 2.515 0.527 -0.910
H 4.098 -0.210 -1.164
*
```

***

This record from the Open Molecules 2025 dataset describes a cluster of 2 separate species, C6H16N2 in total in a non-equilibrium geometry. The level of theory is the ωB97M-V functional and the def2-TZVPD basis.

Summary:
Frontier orbital gap, eV: 9.4
LUMO energy, eV: 0.92
Relative energy (zero: lowest compared OMol25 entry of this formula, charge and spin), kcal per mole: 31.7
Calculated total energy, eV: -9460.702
E_HOMO, eV: -8.45
SMILES: [H]/N=C(\C)NC.CCC

ORCA input file:
```
! wB97M-V def2-TZVPD RIJCOSX def2/J DEFGRID3
* xyz 0 1
C -1.364 -1.131 0.076
C -1.501 -1.065 1.559
C -2.360 -0.269 -0.689
H -1.385 -2.161 -0.288
H -0.324 -0.676 -0.155
H -2.304 0.763 -0.341
H -2.143 -0.272 -1.758
H -2.517 -0.900 1.902
H -1.111 -1.947 2.061
H -0.717 -0.174 1.879
H -3.378 -0.627 -0.539
C 2.463 -0.529 -1.089
C 0.774 1.850 -0.649
N 2.065 -0.049 0.212
C 1.013 0.811 0.421
N 0.595 0.914 1.653
H 2.223 -0.667 0.993
H 0.086 1.775 1.826
H 2.790 0.301 -1.717
H 3.299 -1.216 -0.971
H 1.658 -1.058 -1.616
H 0.514 1.368 -1.595
H 1.669 2.453 -0.807
H -0.046 2.508 -0.367
*
```

***

This record from the Open Molecules 2025 dataset describes a cluster of 2 separate species, C4H13NO3 in total in a non-equilibrium geometry. The level of theory is the ωB97M-V functional and the def2-TZVPD basis.

Summary:
Frontier orbital gap, eV: 10.4
LUMO energy, eV: 0.57
Relative energy (zero: lowest compared OMol25 entry of this formula, charge and spin), kcal per mole: 51.8
Calculated total energy, eV: -11990.227
E_HOMO, eV: -9.85
SMILES: OCCCNCO.O

ORCA input file:
```
! wB97M-V def2-TZVPD RIJCOSX def2/J DEFGRID3
* xyz 0 1
C 0.075 -0.063 1.181
C -1.051 0.838 0.698
C -2.336 0.188 0.169
O -2.586 -1.160 0.569
N 1.080 -0.381 0.157
C 2.348 0.250 0.270
O 2.818 0.834 -0.950
H 0.531 0.363 2.069
H -0.317 -1.001 1.603
H -0.694 1.506 -0.104
H -1.296 1.516 1.505
H -3.162 0.765 0.579
H -2.352 0.211 -0.917
H -1.771 -1.564 0.908
H 1.105 -1.374 -0.014
H 2.304 1.087 0.962
H 3.142 -0.399 0.622
H 2.179 0.679 -1.651
H -0.611 -0.771 -2.050
H 0.764 -0.678 -2.699
O -0.168 -0.848 -2.908
*
```